The following is a quantum chemistry calculation of a single C4H4O molecule at a distorted geometry, from the Open Molecules 2025 dataset.

Each line ends with the Mulliken charge.
Positions of all 9 atoms, in Å:
O: -0.792 -0.356 -1.392  -0.392
C: -0.376 1.340 1.694  -0.060
C: 0.219 0.306 -0.655  0.129
C: 0.112 -1.165 -0.652  -0.346
C: -0.190 1.013 0.548  -0.499
H: -0.529 1.524 2.734  0.383
H: 1.040 0.768 -1.205  0.312
H: -0.304 -1.718 0.196  0.249
H: 0.821 -1.713 -1.269  0.223

Properties
**Largest force on an atom**: 1.1 eV/Å
**SMILES**: C#C[C@H]1CO1
**Lowest unoccupied orbital energy**: 1.1 eV
**HOMO energy**: -9.990 eV